No. 1
DFT (the ωB97M-V functional and the def2-TZVPD basis) results for 5 unconnected molecules or ions with the total composition C38H54F32O5P.

ORCA input file:
```
! wB97M-V def2-TZVPD RIJCOSX def2/J DEFGRID3
* xyz -1 1
H -2.2823 -0.5696 5.6611
H -2.9898 1.4805 5.8729
F 4.3061 -0.3627 0.3905
O -7.0301 -0.2166 1.7348
C -1.9357 -3.2853 5.4051
H 0.2041 0.3743 -2.9598
H -5.6472 1.7909 -2.0650
F 1.4181 -0.3888 -5.1589
H 6.7813 4.0186 -7.4202
C 1.1886 -4.9957 1.4809
H -3.3582 4.1567 4.1110
C -7.8780 0.1315 2.9080
F 9.0136 5.6885 -6.7874
C 2.8980 0.8239 -3.8089
F -6.0093 -0.8927 -5.5920
C -0.6281 0.4349 4.4389
O 6.2950 3.8890 -5.3778
H 6.7110 5.4906 -6.5087
F 9.0151 2.1633 -6.3810
C -5.7041 0.7726 -3.9285
F 2.8415 1.2590 -1.3520
F 3.5886 -1.5352 -1.2986
C 2.4978 1.8236 3.1072
F -3.0340 1.5987 -5.6121
C -2.9950 -0.5594 3.3853
C -7.3299 1.4214 3.7688
C 4.3498 -4.3671 0.9967
H -5.4127 3.0969 5.6583
F 5.2799 -3.5095 0.4957
H 6.3488 2.1551 -3.2341
F 3.9730 -6.6948 1.4017
C 4.8968 -5.7995 0.9654
H 1.6826 2.6239 2.8561
H 3.4351 2.0719 2.4213
C -1.1574 1.9801 4.4160
F 6.6742 1.9864 -6.5539
H -3.4042 2.6233 3.0168
C -2.5252 2.3209 5.2169
P 0.1921 -0.0565 2.7378
H 3.2004 1.0730 -4.8333
H -1.6196 1.3924 1.4839
H -0.9956 -2.5919 3.4394
H -2.1395 -5.5283 5.0407
H 2.1711 -3.0265 1.5961
C -1.0987 -2.1571 4.5259
F 8.8407 4.6039 -4.9093
F -7.0252 0.6777 -3.5753
C -2.4539 -4.5366 4.4809
C 4.4205 -0.5177 -0.9551
H -7.0601 0.1715 -0.4241
H 2.4727 0.0700 1.6572
C -5.2681 -0.5739 -4.4972
H 2.3559 1.7118 -3.4617
F -1.7221 1.9954 -2.3262
H -1.9975 3.0461 -4.7266
H -0.2881 2.6153 4.9366
F -0.1377 -4.6893 1.3185
H -5.7762 3.6092 3.8825
F -5.6462 1.7505 -4.8718
C 6.8289 1.8155 -4.1550
C 9.3596 3.3701 -6.8828
H -8.6592 -0.5824 0.3922
C 8.5763 4.5103 -6.2401
O 3.1914 -4.2010 0.1805
H 2.5946 -0.4777 3.4851
H 2.8867 1.8390 4.2103
C 4.0601 0.7769 -1.6939
H -2.7131 -1.3643 2.5545
H 0.0089 -2.0636 4.9486
C -2.1391 1.9649 -4.6579
F 5.9765 -5.9301 1.7808
H -2.4817 -0.4806 0.3656
H -5.4004 -1.3757 -3.7645
H -5.4127 0.5825 4.9156
H -4.0227 -0.9220 3.8354
H -2.0374 -4.5522 3.3875
H -5.1850 1.1334 3.0338
F 1.3982 -6.1190 0.7434
O 4.1324 0.6411 -3.1123
F -0.9658 1.3562 -4.9749
F 8.1521 2.1106 -4.0702
F 0.6746 -6.2865 3.4053
F 6.7383 0.4605 -4.2132
H -3.6285 -4.4914 4.4250
C -3.5919 2.9859 4.1168
C -7.7790 0.1913 0.5024
H -3.0468 0.4803 2.8547
C 0.8762 -0.4852 -2.8783
F 4.9514 1.7531 -1.3710
H 1.1823 -4.3733 3.5657
C 1.9981 -3.8367 0.8774
F 10.6914 3.5134 -6.6479
H 0.0853 1.3884 0.6739
C -4.9333 1.2292 -2.6795
F -3.9788 -0.5671 -4.9026
C 6.1856 2.4665 -5.3856
C -5.1642 2.8295 4.5478
H -8.9703 0.4307 2.5307
F 1.3513 -0.5442 -1.6143
H 1.3621 -3.3853 0.1063
C -5.7232 1.3394 4.0760
C 7.0548 4.4508 -6.4500
C -0.7018 0.7069 1.2529
H 5.4432 -0.8284 -1.1817
H 9.2160 3.3521 -7.9673
H -2.8792 -2.7207 5.8366
C 1.4375 -5.2508 2.9639
H -1.0141 -0.2724 -0.8563
F 4.0801 -3.9313 2.2503
H 5.1912 -6.0862 -0.0470
H -7.5534 2.3990 3.1393
F 2.7205 -5.5912 3.2184
F 0.1296 -1.6078 -3.0567
F 4.8514 2.1994 -5.4015
C -2.6129 1.5579 -3.2572
O -3.8626 2.1487 -2.9043
H -1.3118 -3.6780 6.3373
C 2.0708 0.2767 2.7545
H -0.9239 -1.5330 0.6602
H -7.9178 -0.7853 3.6491
C -1.2998 -0.4968 0.2568
H -4.6288 0.3891 -2.0435
C -1.8651 -0.6703 4.5546
H -7.8673 1.5667 4.8078
F -2.6907 0.2156 -3.0946
C 1.9931 -0.4140 -3.9147
H -2.2884 3.2212 5.9657
F 2.7636 -1.5345 -3.8897
H -1.2547 2.4604 3.3376
H -8.2110 1.2868 0.6188
*
```

Values from the calculation:
Molar mass in g/mol: 1229.8
Frontier orbital gap in Eh: 0.1471
E_HOMO in eV: -2.39
Strongest force on any atom in eV/Å: 2.861

***

No. 2
DFT (the ωB97M-V functional and the def2-TZVPD basis) results for a molecular structure, C3NO4S2.

ORCA input file:
```
! wB97M-V def2-TZVPD RIJCOSX def2/J DEFGRID3
* xyz -1 1
S -2.1010 0.8072 0.0410
S 1.9052 0.2495 1.0009
O -3.1540 0.0910 -0.6632
C 1.8715 -1.2445 -0.4037
C 0.4502 -1.3433 -0.6067
C 0.4373 0.8324 0.1773
O 2.9028 -1.7084 -0.8075
N -0.2096 -0.2529 -0.3988
O -2.1136 0.6345 1.4736
O 0.0112 1.9344 0.1870
*
```

Values from the calculation:
Molar mass in g/mol: 178.2
Frontier orbital gap in Eh: 0.2587
Energy above the lowest of the compared OMol25 structures with the same formula, charge and spin in kJ/mol: 149.8
E_HOMO in eV: -4.40
Strongest force on any atom in eV/Å: 3.371

***

No. 3
DFT (the ωB97M-V functional and the def2-TZVPD basis) results for a molecular structure, C34H45F4N5O2STi.

ORCA input file:
```
! wB97M-V def2-TZVPD RIJCOSX def2/J DEFGRID3
* xyz -1 2
H 2.3376 1.8066 4.8134
C 2.3800 2.0515 0.7636
H -1.7210 -2.5376 -0.5288
H 2.3254 0.3108 2.8208
H 1.0058 -0.9964 -2.2574
C -4.5872 -1.3923 3.7603
H 2.8407 -2.3744 3.7912
H 3.9420 -4.4522 2.9356
H 2.7103 3.0380 1.1342
H 0.7047 0.6986 3.3445
H -1.3027 -6.8329 -5.4288
C -2.4078 0.0286 2.4158
O -0.4490 1.3440 -1.0725
N -2.1522 -4.7739 0.9569
C 1.4769 7.2737 -2.4391
C 0.8826 3.5207 -2.7111
F -1.4189 -2.1242 2.1942
H -2.3234 -6.7740 -3.1886
C -2.4432 4.4114 -1.1048
H 0.4532 3.4571 2.0390
H -3.1301 -4.8974 0.7634
C -1.8144 -1.4783 -0.7906
H -2.4534 3.7034 -0.2722
H -1.1256 2.1433 3.2083
C -1.0637 4.5406 -1.6910
H 0.9196 1.6011 -3.6958
H 1.9609 -1.8619 -1.0351
H 3.2509 0.1089 0.4034
H 0.4426 -3.7320 -1.9905
H 2.8822 -4.4491 1.5180
H -1.8850 -4.5314 1.8934
C -0.9050 -6.1626 -4.6768
H 1.4889 -3.8240 -4.2049
C -2.4674 -1.3829 2.5957
H -1.7849 -1.3604 -1.8772
C -3.5532 0.6651 2.9834
Ti -0.2407 -0.3329 0.0500
H -2.8021 5.3748 -0.7400
C 1.6060 2.3030 -3.2199
S 0.4204 -4.8751 0.4407
C -3.4920 -2.0404 3.2218
C 2.3566 -2.9959 3.0338
C 0.1736 2.5245 1.5228
H 1.6393 -3.6326 3.5537
H 0.0256 2.7859 0.4813
H 4.0795 -3.1644 1.7295
C 3.5667 1.1053 0.7142
H 2.4614 4.8673 -3.2406
F -3.7438 1.9994 2.8609
N 1.2518 1.5435 1.5453
H 2.2431 -0.1468 -1.3493
H 2.3745 2.5838 -3.9414
C 0.1803 -5.3471 -4.9637
O -1.9788 1.7172 -2.6753
H -1.9113 2.6806 1.7476
H 0.6388 -5.3710 -5.9442
C 0.6611 -4.4876 -3.9877
H -5.3931 -1.9128 4.2531
H 2.5618 7.1893 -2.5219
H -0.9560 6.6593 -1.4038
N -1.3599 0.6030 1.7998
C 1.4734 4.7787 -2.7963
F -5.6072 0.6945 4.0920
H 1.2519 7.8900 -1.5664
H 4.2978 1.4706 -0.0093
H -2.7907 -1.1168 -0.4443
C -1.4839 -6.1271 -3.4188
N -1.6712 -5.2469 -1.1996
C 1.4574 -0.9111 -1.2577
C -4.5680 -0.0201 3.6159
H 1.9947 2.2178 -0.2437
C -1.0245 2.0431 -1.9824
C 1.5938 -2.1048 2.1708
H 1.5257 3.0715 3.8990
H -3.1428 4.0225 -1.8459
C -1.1952 -4.9774 0.0450
H 4.0737 1.0309 1.6807
C -0.4381 5.7794 -1.7766
C -0.3860 3.4094 -2.1483
F -3.4011 -3.3906 3.3553
C 0.0834 -4.4334 -2.7283
C 1.6048 1.1286 2.8996
H 2.0819 1.7512 -2.4061
C -1.1328 2.0092 2.1151
C -0.9885 -5.2712 -2.4373
H -2.6676 -5.3601 -1.2818
C 3.3796 -3.8172 2.2504
H 3.1542 2.5656 3.4467
C 2.1871 2.2087 3.8091
H 1.1200 7.8127 -3.3212
C 0.8319 5.9174 -2.3268
N 1.0068 -1.4214 1.4743
*
```

Values from the calculation:
Molar mass in g/mol: 711.7
Frontier orbital gap (spin up / spin down) in Eh: 0.2179 / 0.2465
Energy above the lowest of the compared OMol25 structures with the same formula, charge and spin in kJ/mol: 0.0
E_HOMO (spin up / spin down) in eV: -3.60 / -4.38
Strongest force on any atom in eV/Å: 0.806

***

Record order is preserved below.
Total energy: -5393.22872, -1266.39937, -3394.05664 a.u.